# 1
Below is a cluster of 20 separate species, C68H183N7O40 in total, with properties calculated with ωB97M-V/def2-TZVPD.

Structure (ORCA input):
```
! RIJCOSX wB97M-V def2-TZVPD def2/J DEFGRID3
* xyz 0 1
C -6.55 6.20 1.72
C -5.52 5.30 0.98
O -5.91 3.93 0.88
O -6.44 6.03 3.05
H -7.53 6.04 1.28
H -6.33 7.24 1.45
H -4.51 5.41 1.38
H -5.49 5.80 0.02
H -5.84 3.43 1.70
H -5.57 6.26 3.40
C -8.19 1.08 -4.49
C -9.39 2.01 -4.28
O -10.20 2.05 -5.40
O -8.46 -0.32 -4.58
H -7.48 1.27 -3.68
H -7.60 1.43 -5.33
H -9.00 3.01 -4.08
H -9.95 1.64 -3.41
H -10.57 1.18 -5.56
H -8.19 -0.56 -5.46
C -4.75 -2.11 -3.92
C -4.37 -2.62 -2.55
O -3.36 -1.74 -2.10
O -4.99 -0.71 -3.96
H -5.68 -2.62 -4.17
H -3.92 -2.32 -4.60
H -4.01 -3.64 -2.65
H -5.09 -2.68 -1.73
H -3.66 -0.83 -2.12
H -4.61 -0.38 -4.77
C 3.01 5.89 -0.52
C 2.01 4.68 -0.43
O 2.13 3.99 0.77
O 4.38 5.47 -0.41
H 2.75 6.65 0.22
H 2.84 6.35 -1.49
H 2.03 3.96 -1.25
H 0.98 5.01 -0.54
H 3.03 3.65 0.73
H 4.87 6.24 -0.11
C 4.41 -2.59 6.24
C 4.42 -2.15 4.78
O 5.41 -1.13 4.59
O 4.11 -1.57 7.13
H 5.40 -2.98 6.47
H 3.77 -3.46 6.37
H 3.50 -1.63 4.50
H 4.37 -2.90 3.99
H 4.93 -0.33 4.83
H 4.65 -0.80 6.93
C -0.86 3.63 2.01
C -0.62 4.25 3.44
O -1.45 5.32 3.83
O 0.10 2.69 1.66
H -0.89 4.43 1.27
H -1.89 3.27 2.01
H 0.39 4.66 3.37
H -0.48 3.42 4.12
H -1.20 6.06 3.27
H 0.92 3.10 1.37
C 0.39 3.42 -4.48
C 0.60 1.93 -3.97
O 1.15 1.14 -4.99
O 1.57 4.13 -4.85
H -0.23 3.97 -3.77
H -0.24 3.34 -5.36
H -0.32 1.44 -3.67
H 1.34 1.85 -3.17
H 2.00 1.56 -5.20
H 1.92 3.75 -5.66
C 7.58 3.24 1.78
C 8.55 4.06 0.88
O 9.13 5.15 1.51
O 7.56 1.90 1.35
H 6.58 3.65 1.65
H 7.83 3.35 2.84
H 7.93 4.26 0.01
H 9.36 3.44 0.50
H 9.61 4.83 2.28
H 8.27 1.36 1.68
C -0.77 -3.29 -3.95
C -0.73 -2.29 -5.01
O -0.44 -2.78 -6.33
O -0.89 -2.72 -2.64
H 0.06 -3.97 -3.77
H -1.58 -3.97 -4.21
H 0.08 -1.62 -4.71
H -1.66 -1.71 -5.06
H 0.22 -2.15 -6.63
H -1.78 -2.37 -2.51
C 9.56 -0.81 2.14
C 8.25 -1.37 2.61
O 8.15 -1.18 3.96
O 9.69 0.60 2.19
H 9.63 -1.10 1.09
H 10.41 -1.25 2.65
H 8.21 -2.44 2.43
H 7.38 -0.92 2.13
H 7.21 -1.20 4.15
H 10.23 0.76 2.97
C 4.04 -3.20 -2.22
C 2.49 -3.15 -2.31
O 1.90 -3.22 -1.02
O 4.40 -1.93 -1.77
H 4.46 -3.39 -3.21
H 4.30 -4.00 -1.54
H 2.23 -3.98 -2.97
H 2.10 -2.27 -2.83
H 0.95 -3.16 -1.17
H 3.79 -1.91 -1.02
C -4.07 -2.24 1.21
C -2.81 -3.12 1.13
O -2.93 -4.32 1.81
O -4.34 -1.84 2.54
H -4.95 -2.77 0.82
H -3.96 -1.31 0.66
H -1.96 -2.60 1.56
H -2.55 -3.39 0.11
H -2.92 -4.11 2.75
H -5.18 -1.38 2.50
C -2.59 0.98 -6.20
C -3.03 1.87 -4.98
O -2.67 3.17 -5.18
O -3.28 -0.26 -6.24
H -1.50 0.86 -6.26
H -2.71 1.66 -7.05
H -2.76 1.50 -3.99
H -4.12 1.92 -5.03
H -3.07 3.66 -4.46
H -2.98 -0.72 -7.03
C 4.39 0.90 -4.41
O 3.92 0.57 -5.68
C 3.93 -0.81 -5.99
C 3.11 -1.06 -7.25
N 1.64 -0.97 -7.01
C 0.94 -0.63 -8.25
C 0.99 0.88 -8.65
O 2.33 1.27 -9.11
C 2.45 2.30 -10.05
H 4.39 1.99 -4.36
H 5.33 0.44 -4.14
H 3.74 0.65 -3.57
H 3.57 -1.47 -5.20
H 4.97 -1.07 -6.20
H 3.48 -2.02 -7.59
H 3.51 -0.46 -8.06
H 1.40 -0.35 -6.25
H -0.14 -0.72 -8.19
H 1.32 -1.23 -9.08
H 0.61 1.48 -7.83
H 0.29 1.09 -9.46
H 3.51 2.48 -10.22
H 2.02 3.20 -9.60
H 1.97 2.13 -11.02
C -13.15 -3.80 4.57
O -11.76 -4.00 4.39
C -11.45 -3.65 3.07
C -9.93 -3.80 2.80
N -9.57 -3.22 1.52
C -8.23 -3.54 0.98
C -7.85 -2.71 -0.27
O -7.89 -1.32 -0.06
C -7.34 -0.60 -1.24
H -13.43 -3.60 5.61
H -13.77 -4.64 4.27
H -13.53 -2.98 3.96
H -11.58 -2.57 2.97
H -12.06 -4.09 2.29
H -9.60 -4.83 2.89
H -9.35 -3.22 3.51
H -9.65 -2.23 1.68
H -8.17 -4.60 0.71
H -7.50 -3.46 1.77
H -8.47 -3.01 -1.12
H -6.86 -3.06 -0.56
H -6.25 -0.66 -1.24
H -7.66 0.44 -1.18
H -7.71 -1.02 -2.18
C 4.47 0.23 1.28
O 3.37 -0.36 0.66
C 2.67 0.54 -0.25
C 1.35 0.02 -0.87
N 0.22 0.88 -0.56
C -1.10 0.36 -1.00
C -2.27 1.26 -0.58
O -3.46 0.99 -1.32
C -4.45 1.95 -1.38
H 5.30 0.33 0.58
H 4.87 -0.46 2.02
H 4.25 1.21 1.71
H 3.35 0.83 -1.06
H 2.45 1.46 0.29
H 1.19 -0.96 -0.42
H 1.39 -0.20 -1.94
H 0.10 1.34 0.33
H -1.22 -0.67 -0.66
H -1.05 0.32 -2.09
H -1.94 2.30 -0.63
H -2.42 1.09 0.48
H -5.26 1.68 -2.06
H -4.09 2.89 -1.81
H -4.85 2.11 -0.38
C -4.31 3.43 4.19
O -5.05 2.79 3.21
C -5.52 1.51 3.47
C -5.93 0.83 2.11
N -6.56 -0.52 2.29
C -7.35 -0.84 3.52
C -8.67 -0.06 3.49
O -9.52 -0.55 2.49
C -10.70 0.22 2.30
H -3.98 4.36 3.73
H -3.41 2.92 4.52
H -4.94 3.61 5.06
H -6.34 1.66 4.18
H -4.78 0.95 4.04
H -5.12 0.79 1.38
H -6.70 1.38 1.57
H -7.18 -0.68 1.51
H -6.75 -0.77 4.43
H -7.65 -1.88 3.40
H -8.48 1.01 3.45
H -9.21 -0.25 4.42
H -11.14 -0.11 1.35
H -10.55 1.28 2.09
H -11.48 -0.03 3.02
C -0.41 -6.20 4.32
O 0.74 -5.69 4.99
C 2.00 -5.84 4.25
C 1.95 -4.91 2.98
N 1.52 -3.56 3.38
C 1.15 -2.61 2.28
C 0.59 -1.24 2.87
O -0.70 -1.30 3.41
C -1.40 -0.09 3.19
H -1.15 -6.35 5.11
H -0.22 -7.19 3.92
H -0.78 -5.63 3.47
H 2.24 -6.84 3.88
H 2.77 -5.46 4.92
H 1.35 -5.27 2.14
H 2.95 -4.82 2.55
H 0.75 -3.64 4.02
H 0.42 -3.11 1.63
H 1.98 -2.38 1.61
H 0.76 -0.50 2.09
H 1.23 -0.80 3.64
H -2.29 -0.09 3.82
H -1.67 -0.06 2.14
H -0.85 0.82 3.43
C 6.45 1.35 10.09
O 6.13 1.74 8.78
C 6.88 1.16 7.72
C 6.59 1.70 6.31
N 5.23 1.23 6.01
C 4.67 1.90 4.90
C 3.16 1.64 4.75
O 2.48 2.02 5.89
C 1.16 1.45 5.99
H 6.47 0.26 10.20
H 5.89 1.79 10.91
H 7.48 1.59 10.37
H 6.66 0.10 7.78
H 7.94 1.38 7.75
H 7.29 1.19 5.64
H 6.82 2.76 6.19
H 4.65 1.25 6.83
H 5.11 1.55 3.97
H 4.89 2.96 4.95
H 2.93 0.61 4.50
H 2.77 2.30 3.98
H 0.50 2.00 6.67
H 1.17 0.37 6.03
H 0.67 1.59 5.02
C 7.22 -4.17 -5.54
O 7.90 -3.19 -4.77
C 9.11 -3.56 -4.17
C 9.63 -2.37 -3.29
N 8.63 -1.88 -2.31
C 8.92 -0.72 -1.47
C 8.81 0.53 -2.35
O 7.45 0.73 -2.73
C 6.64 1.13 -1.63
H 7.76 -5.11 -5.67
H 7.14 -3.74 -6.53
H 6.22 -4.42 -5.18
H 9.74 -3.77 -5.03
H 9.01 -4.42 -3.52
H 9.99 -1.59 -3.96
H 10.51 -2.65 -2.70
H 7.73 -1.72 -2.74
H 9.96 -0.80 -1.16
H 8.31 -0.73 -0.57
H 9.47 0.35 -3.20
H 9.20 1.44 -1.89
H 5.67 1.56 -1.91
H 7.09 1.90 -1.00
H 6.47 0.21 -1.08
*
```

Computed properties:
Gap between HOMO and LUMO ... 8.22 eV
Energy relative to the best compared isomer or geometry (same formula, charge and spin) ... 107.8 kcal/mol
Lowest unoccupied orbital energy ... 0.033 eV



# 2
Below is a structure of composition C68H68CoF9N4O4P5, with properties calculated with ωB97M-V/def2-TZVPD.

Structure (ORCA input):
```
! RIJCOSX wB97M-V def2-TZVPD def2/J DEFGRID3
* xyz 2 2
Co 0.58 -0.15 0.41
C 5.55 -1.74 5.23
C 4.94 -0.42 4.72
C 5.57 0.78 5.46
C 3.44 -0.44 4.99
C 2.93 -0.61 6.27
C 1.57 -0.67 6.51
C 0.67 -0.58 5.46
C 1.15 -0.40 4.17
P 0.02 -0.22 2.72
C -0.68 1.41 3.21
C -1.65 1.64 4.18
C -2.01 2.94 4.50
C -1.37 4.02 3.91
C -0.36 3.79 2.98
C -0.04 2.49 2.61
C -1.06 -1.63 3.15
C -2.37 -1.63 3.58
C -3.05 -2.83 3.83
C -2.40 -4.04 3.64
C -1.07 -4.05 3.22
C -0.41 -2.86 2.98
C 2.52 -0.31 3.96
O 2.86 -0.10 2.67
C 4.17 -0.13 2.32
C 4.38 -0.02 0.95
C 5.68 -0.06 0.46
C 6.73 -0.20 1.35
C 6.49 -0.31 2.71
C 5.20 -0.28 3.23
P 2.91 0.11 -0.16
C 3.46 -1.24 -1.27
C 3.24 -2.52 -0.78
C 3.77 -3.63 -1.42
C 4.50 -3.47 -2.59
C 4.70 -2.20 -3.10
C 4.20 -1.08 -2.44
C 3.31 1.68 -1.03
C 3.97 2.70 -0.34
C 4.22 3.91 -0.96
C 3.83 4.12 -2.27
C 3.16 3.12 -2.96
C 2.89 1.91 -2.34
H 5.38 -1.86 6.30
H 6.63 -1.76 5.06
H 5.10 -2.59 4.71
H 5.41 0.70 6.53
H 5.13 1.71 5.11
H 6.65 0.82 5.27
H 3.61 -0.69 7.11
H 1.20 -0.80 7.52
H -0.39 -0.65 5.65
H -2.12 0.82 4.71
H -2.78 3.11 5.24
H -1.64 5.03 4.18
H 0.16 4.63 2.54
H 0.74 2.31 1.88
H -2.89 -0.70 3.75
H -4.07 -2.80 4.17
H -2.93 -4.96 3.83
H -0.55 -5.00 3.11
H 0.63 -2.88 2.66
H 5.86 0.02 -0.60
H 7.75 -0.23 0.98
H 7.33 -0.43 3.38
H 2.66 -2.64 0.14
H 3.64 -4.62 -0.99
H 4.93 -4.33 -3.08
H 5.28 -2.07 -4.01
H 4.42 -0.10 -2.83
H 4.29 2.54 0.68
H 4.74 4.70 -0.42
H 4.04 5.06 -2.76
H 2.86 3.27 -3.99
H 2.37 1.13 -2.88
C -4.48 -0.08 -4.42
N -3.56 0.11 -3.29
C -3.23 2.55 -3.07
P -0.35 -0.65 -2.75
O 0.82 -0.59 -1.86
O -1.19 -2.09 -2.36
P -1.05 -2.89 -1.02
O -0.47 -2.23 0.15
N -0.57 -4.40 -1.45
C 0.26 -4.61 -2.65
C -0.20 -5.26 -0.32
N -2.85 -3.28 -0.66
C -4.91 -2.20 0.43
C -3.59 -3.55 -1.92
N 0.02 -1.02 -4.29
C -0.96 -1.56 -5.23
C 1.38 -0.84 -4.80
H -5.00 0.83 -4.73
H -5.24 -0.80 -4.11
H -3.97 -0.50 -5.29
H -3.79 2.49 -2.13
H -3.92 2.81 -3.86
H -2.48 3.34 -2.98
H 0.07 -3.83 -3.38
H 0.00 -5.57 -3.08
H 1.32 -4.60 -2.41
H -1.00 -5.30 0.42
H 0.71 -4.92 0.19
H -0.04 -6.27 -0.70
H -2.90 -2.21 1.14
H -5.21 -3.16 0.85
H -5.47 -2.06 -0.50
H -2.99 -4.21 -2.55
H -3.77 -2.62 -2.45
H -4.54 -4.04 -1.70
H -1.94 -1.59 -4.76
H -0.68 -2.58 -5.52
H -1.01 -0.95 -6.13
H 2.06 -0.69 -3.96
H 1.44 0.01 -5.49
H 1.69 -1.74 -5.33
F -3.40 7.38 1.05
C -2.28 7.13 0.36
F -1.25 7.65 1.05
F -2.36 7.80 -0.80
C -2.08 5.66 0.12
C -3.13 4.77 0.30
C -2.94 3.42 0.06
C -1.68 2.94 -0.32
C -0.64 3.85 -0.46
C -0.83 5.20 -0.27
P -1.30 1.16 -0.53
C -2.74 0.25 0.13
C -3.36 0.56 1.35
C -4.58 -0.02 1.81
C -5.28 -1.11 1.40
C -3.41 -2.15 0.18
C -2.99 -0.92 -0.52
C -6.62 -1.37 2.04
F -6.55 -2.38 2.92
F -7.52 -1.74 1.10
F -7.12 -0.31 2.68
C -1.33 0.93 -2.46
C -0.19 1.86 -2.84
C -0.02 2.33 -4.08
C -0.95 1.94 -5.12
C -2.09 1.35 -4.83
C -2.57 1.19 -3.40
C -0.57 2.23 -6.55
F -1.14 1.34 -7.40
F -0.95 3.45 -6.93
F 0.76 2.15 -6.72
H -4.10 5.14 0.60
H -3.77 2.75 0.18
H 0.36 3.50 -0.72
H -0.01 5.90 -0.40
H -3.00 1.41 1.91
H -5.05 0.53 2.62
H -2.86 -4.14 -0.11
H -2.86 -0.97 -1.58
H 0.54 2.09 -2.08
H 0.81 2.99 -4.32
H -2.78 1.09 -5.62
H -4.14 0.34 -2.50
*
```

Computed properties:
Gap between HOMO and LUMO (spin up / spin down) ... 7.12 / 5.52 eV
Lowest unoccupied orbital energy (spin up / spin down) ... -4.653 / -6.264 eV